[1]
# C18H38N3O2

A cluster of 3 separate species, C18H38N3O2 in total (the ωB97M-V functional and the def2-TZVPD basis, the OMol25 dataset).

```
61
Properties=species:S:1:pos:R:3
C 2.3487 4.5017 -0.0417
C 3.3109 3.4933 -0.6502
C 2.6827 2.3736 -1.4846
C 1.5720 1.5559 -0.8161
C 2.0190 1.0514 0.5561
C 0.2194 2.2224 -0.8166
C -0.2087 3.1824 -1.7186
C -1.4916 3.7018 -1.6383
C -2.3713 3.2665 -0.6487
C -1.9328 2.3091 0.2242
N -0.6793 1.8310 0.1119
H 1.8090 5.0472 -0.8165
H 2.8842 5.2346 0.5584
H 1.6065 4.0411 0.6138
H 3.9880 4.0343 -1.3128
H 3.9469 3.0512 0.1162
H 2.3633 2.7448 -2.4592
H 3.4702 1.6502 -1.7003
H 1.4479 0.6544 -1.4296
H 2.2695 1.8614 1.2381
H 2.9064 0.4424 0.4005
H 1.2965 0.3913 1.0371
H 0.4539 3.5328 -2.4931
H -1.7987 4.4533 -2.3527
H -3.3698 3.6633 -0.5596
H -2.5745 1.9273 1.0054
H -0.3882 1.1313 0.7814
C -3.5014 -1.2019 2.7758
C -4.6899 -0.2817 3.0328
C -6.0507 -0.9849 2.9872
O -6.4976 -1.2978 1.6851
C -6.0303 -2.5227 1.1501
N -4.6330 0.8531 2.1005
H -3.4113 -1.4549 1.7182
H -2.5753 -0.7112 3.0794
H -3.5891 -2.1307 3.3398
H -4.5816 0.1212 4.0436
H -6.7993 -0.3022 3.3963
H -6.0471 -1.8832 3.6167
H -5.9370 -3.2851 1.9287
H -5.0681 -2.4096 0.6430
H -6.7640 -2.8580 0.4193
H -5.3512 1.5263 2.3519
H -4.9248 0.5044 1.1895
C 2.3521 -3.0810 -0.3735
C 2.7269 -2.5179 -1.7401
C 3.5051 -3.4934 -2.6307
O 4.8571 -3.6545 -2.2665
C 5.1160 -4.6136 -1.2558
N 3.4471 -1.2498 -1.5559
H 3.2097 -3.1085 0.2985
H 1.5918 -2.4556 0.0973
H 1.9523 -4.0921 -0.4577
H 1.7960 -2.2925 -2.2713
H 3.5232 -3.0864 -3.6451
H 3.0005 -4.4669 -2.6767
H 4.4328 -5.4641 -1.3338
H 5.0421 -4.1840 -0.2536
H 6.1345 -4.9688 -1.4007
H 3.6004 -0.8248 -2.4670
H 4.3838 -1.4775 -1.2302
```

Output
Spin multiplicity: 1
Gap between HOMO and LUMO, eV: 7.92
Charge: +1

[2]
# C24H18CaCl2N6O2S

A structure of composition C24H18CaCl2N6O2S at a distorted geometry (the ωB97M-V functional and the def2-TZVPD basis, the OMol25 dataset).

```
54
Properties=species:S:1:pos:R:3
Ca -0.3970 -0.9379 0.6118
Cl 1.1288 -6.0815 5.3905
C 0.5957 -5.2719 3.8964
C 1.0138 -3.9536 3.6509
C 0.5767 -3.3046 2.5209
N 1.0061 -2.0561 2.1022
C 2.0711 -1.3793 2.6339
O 2.8396 -1.7711 3.5530
C 2.4302 -0.0980 1.8612
C 3.3181 0.8101 2.4573
C 3.6372 1.9193 1.7244
C 3.1337 2.1564 0.3896
C 2.2167 1.2086 -0.0661
N 1.8909 0.1415 0.6787
C -0.3056 -3.9279 1.6047
C -0.6798 -5.1960 1.8519
C -0.2347 -5.8965 2.9966
Cl -0.7752 -7.5472 3.0968
N -0.8218 -3.1350 0.5327
C -1.3966 -3.7702 -0.4781
O -1.7433 -4.9340 -0.5940
C -1.8984 -2.8293 -1.6026
C -2.5658 -3.5147 -2.6017
C -3.1663 -2.7672 -3.6267
C -3.1822 -1.3678 -3.4475
C -2.5650 -0.8020 -2.4134
N -1.8899 -1.4915 -1.4507
H 1.7366 -3.4512 4.2827
H 3.7972 0.6606 3.4337
H 4.4228 2.5693 2.1444
H 3.5617 2.9530 -0.2579
H 1.8123 1.3437 -1.0891
H -1.3586 -5.6740 1.1896
H -2.5533 -4.4923 -2.6387
H -3.5586 -3.2847 -4.5086
H -3.6598 -0.6950 -4.1714
H -2.6936 0.2286 -2.1608
C 0.2577 6.5813 -0.1326
C -0.1640 5.2419 -0.6090
C -0.4365 4.9527 -1.9066
C -0.7041 3.5982 -2.2290
N -0.9105 2.6561 -1.2898
C -0.8441 3.0788 -0.0183
S -1.4962 2.0866 1.2093
N -0.3280 4.2973 0.3309
C -0.4612 3.1564 -3.6604
H 0.8481 7.0890 -0.8202
H 0.7838 6.4712 0.8126
H -0.6381 7.1676 0.0224
H -0.3177 5.6832 -2.6228
H -0.1289 4.4863 1.3589
H -0.9293 3.8922 -4.3344
H -0.8819 2.1758 -3.8914
H 0.6071 3.0247 -3.7163
```

Output
Spin multiplicity: 1
Gap between HOMO and LUMO, eV: 5.56
Charge: 0

[3]
# C19H27KN6O7

A structure of composition C19H27KN6O7 at a distorted geometry (the ωB97M-V functional and the def2-TZVPD basis, the OMol25 dataset).

```
60
Properties=species:S:1:pos:R:3
K -3.5096 -3.0586 -1.0504
O -0.0076 -0.4444 -2.0786
C 0.0780 -1.4695 -1.1693
O -0.8879 -2.2819 -1.1718
O 1.0904 -1.5454 -0.4468
H 0.7830 0.0676 -1.7912
C 1.8031 3.7567 -1.1948
N 1.2650 2.5823 -0.4663
O 1.9985 2.0106 0.2995
O 0.1409 2.2229 -0.7737
H 2.4524 3.3326 -1.9600
H 2.3866 4.3454 -0.4935
H 1.0286 4.3285 -1.6905
C 3.5771 1.4470 -4.9581
N 2.5608 1.4538 -3.8910
O 1.5720 2.1356 -4.0408
O 2.7717 0.7670 -2.9120
H 4.5516 1.3338 -4.4955
H 3.4753 2.3728 -5.5205
H 3.4665 0.6788 -5.7224
N -4.4359 2.8446 -2.3868
C -3.8198 3.6280 -1.4471
C -2.5113 3.1929 -1.3450
C -2.3515 2.0969 -2.2238
C -3.5656 1.8717 -2.8135
H -5.3799 2.9646 -2.7004
H -4.3672 4.4504 -1.0196
H -1.7940 3.5922 -0.6476
H -1.4844 1.4813 -2.4082
H -3.9190 1.0941 -3.4710
N -3.9868 -0.0085 0.0780
C -2.9126 -0.4990 0.7552
C -3.3891 -1.2870 1.7837
C -4.7875 -1.3007 1.6462
C -5.1802 -0.4811 0.6064
H -3.8487 0.6154 -0.7086
H -1.9139 -0.2685 0.4215
H -2.8307 -1.8390 2.5200
H -5.4169 -1.8615 2.3230
H -6.1086 -0.2217 0.1324
N 1.7602 -3.5745 2.8769
C 2.6212 -3.5509 1.8271
C 3.2800 -4.7754 1.7543
C 2.6363 -5.5890 2.7256
C 1.7322 -4.8371 3.4089
H 1.2731 -2.7603 3.2086
H 2.7973 -2.6341 1.2953
H 4.1051 -5.0561 1.1263
H 2.7725 -6.6504 2.8777
H 1.0593 -5.0352 4.2278
N 1.5383 -0.4037 2.1587
C 2.8520 -0.0775 2.3704
C 2.9153 0.4623 3.6468
C 1.6495 0.3347 4.2537
C 0.8166 -0.1902 3.2928
H 1.1725 -0.7523 1.2789
H 3.5384 -0.1887 1.5510
H 3.8084 0.9181 4.0467
H 1.3278 0.6227 5.2397
H -0.2486 -0.3631 3.2661
```

Output
Spin multiplicity: 1
Gap between HOMO and LUMO, eV: 6.27
Charge: 0

[4]
# C3H4ClN3

A cluster of 2 separate species, C3H4ClN3 in total at a distorted geometry (the ωB97M-V functional and the def2-TZVPD basis, the OMol25 dataset).

```
11
Properties=species:S:1:pos:R:3
C -1.8617 -0.4320 0.0250
C -0.9920 0.6582 -0.1610
C 1.0230 -0.9461 0.1900
N -2.4309 -1.4356 0.0237
N -1.1020 1.6778 -0.8122
N 0.6263 0.2356 0.9207
Cl 1.7662 1.4460 0.6517
H 0.1688 -1.5714 0.2971
H 1.2374 -0.8662 -0.8410
H 2.0056 -1.2869 0.6533
H -0.4408 2.5207 -0.9473
```

Output
Spin multiplicity: 1
Gap between HOMO and LUMO, eV: 8.83
Charge: 0

[5]
# C21H23N3O2

An isolated molecule of C21H23N3O2 (the ωB97M-V functional and the def2-TZVPD basis, the OMol25 dataset).

```
49
Properties=species:S:1:pos:R:3
C 3.2574 1.3308 2.9047
O 2.7039 1.5029 1.6246
C 2.4663 2.7773 1.1774
C 2.8425 3.9186 1.8642
C 2.5314 5.1779 1.3711
C 1.8437 5.3001 0.1823
C 1.4792 4.1650 -0.5225
C 1.7781 2.8912 -0.0516
N 1.3688 1.7318 -0.7123
C 2.3984 0.8189 -1.1729
C 1.7294 -0.4385 -1.7619
N 0.4189 -0.6860 -1.1997
C 0.4589 -0.9741 0.2270
C -0.8893 -1.4582 0.7513
O -1.3366 -1.0250 1.7956
C -1.5745 -2.4641 -0.0426
C -1.1212 -3.1104 -1.1713
N -2.0547 -3.9878 -1.6111
C -3.1503 -3.9448 -0.7858
C -4.3424 -4.6534 -0.8343
C -5.2732 -4.3943 0.1503
C -5.0248 -3.4561 1.1548
C -3.8423 -2.7501 1.2061
C -2.8861 -2.9940 0.2240
C -0.4790 0.4073 -1.5443
C 0.2324 1.7794 -1.6004
H 4.2786 1.7233 2.9612
H 2.6416 1.8040 3.6757
H 3.2768 0.2547 3.0730
H 3.3680 3.8424 2.8031
H 2.8267 6.0542 1.9280
H 1.5955 6.2755 -0.2084
H 0.9587 4.2738 -1.4619
H 3.0268 0.5536 -0.3230
H 3.0357 1.2934 -1.9402
H 1.5950 -0.3248 -2.8421
H 2.3626 -1.3125 -1.5911
H 0.7684 -0.1140 0.8353
H 1.1797 -1.7840 0.3831
H -0.1891 -2.9839 -1.6844
H -1.9622 -4.5821 -2.4185
H -4.5323 -5.3782 -1.6125
H -6.2129 -4.9266 0.1461
H -5.7815 -3.2855 1.9064
H -3.6450 -2.0269 1.9807
H -0.9211 0.1860 -2.5233
H -1.2837 0.4311 -0.8093
H -0.4557 2.5546 -1.2636
H 0.5345 2.0077 -2.6370
```

Output
Spin multiplicity: 1
SMILES string: COc1ccccc1N1CCN(CC(=O)c2c[nH]c3ccccc23)CC1
Gap between HOMO and LUMO, eV: 8.32
Charge: 0

[6]
# C22H32N6O8P2Zr

A structure of composition C22H32N6O8P2Zr at a distorted geometry (the ωB97M-V functional and the def2-TZVPD basis, the OMol25 dataset).

```
71
Properties=species:S:1:pos:R:3
Zr 0.0723 -0.1305 0.5085
C -2.2112 -2.5600 -0.0825
C -1.2510 -2.5957 -1.2551
N -0.7180 -1.2344 -1.5037
C -1.6682 -0.4007 -2.2540
C -2.5900 0.3436 -1.3281
C -3.8202 0.8015 -1.7668
C -4.6220 1.5133 -0.8896
C -4.1678 1.7325 0.4003
C -2.9268 1.2407 0.7667
C -2.3708 1.4700 2.1477
N -1.3266 0.4901 2.4601
C -1.8571 -0.6964 3.1616
C -2.4918 -1.6398 2.1525
N -1.5539 -1.8834 1.0455
N -2.1461 0.5586 -0.0821
H -2.5255 -3.5730 0.1781
H -3.1080 -1.9942 -0.3412
H -1.7567 -2.9825 -2.1424
H -0.4128 -3.2466 -1.0267
H 0.1254 -1.3502 -2.0625
H -2.2569 -0.9980 -2.9545
H -1.1118 0.3293 -2.8411
H -4.1436 0.5929 -2.7777
H -5.5911 1.8801 -1.2002
H -4.7711 2.2733 1.1171
H -3.1844 1.4388 2.8767
H -1.9441 2.4730 2.1976
H -0.6271 0.9306 3.0472
H -2.5978 -0.4144 3.9139
H -1.0364 -1.1969 3.6661
H -3.3937 -1.1881 1.7348
H -2.7894 -2.5660 2.6484
H -0.8142 -2.4943 1.3847
O 1.7728 0.0867 -0.5072
C 1.8538 0.0732 -1.8414
C 2.5086 -0.9490 -2.5370
C 2.5633 -0.9369 -3.9210
C 1.9893 0.1000 -4.6475
C 1.3586 1.1296 -3.9741
C 1.2760 1.1217 -2.5820
C 0.6061 2.1721 -1.8239
N -0.0265 1.9906 -0.6670
C -0.4642 3.2367 -0.2701
C -0.1112 4.1637 -1.1949
N 0.5611 3.4741 -2.1707
H 2.9679 -1.7477 -1.9691
H 3.0633 -1.7443 -4.4399
H 2.0344 0.1051 -5.7274
H 0.9055 1.9407 -4.5332
H -0.9867 3.4056 0.6535
H -0.2734 5.2261 -1.2393
H 0.9977 3.8862 -2.9789
C 4.3761 -0.6182 0.6431
C 3.3239 -0.8007 1.7158
O 3.9247 -1.2539 2.9367
P 2.4629 0.7780 2.2990
O 3.5383 1.9207 2.2033
O 2.2758 0.6250 3.8614
O 1.1935 1.2783 1.6581
P 1.8919 -1.9810 1.4848
O 2.3192 -3.3378 2.1589
O 0.8559 -1.2165 2.3323
O 1.2289 -2.2724 0.1765
H 5.2009 -0.0290 1.0452
H 3.9759 -0.1008 -0.2209
H 4.7537 -1.5929 0.3277
H 4.8175 -1.5721 2.7530
H 4.1425 1.9938 2.9594
H 1.8954 -0.2167 4.1485
H 2.8150 -3.2613 2.9888
```

Output
Spin multiplicity: 1
Gap between HOMO and LUMO, eV: 8.57
Charge: +2

[7]
# C2H4I2N2

A structure of composition C2H4I2N2 at a distorted geometry (the ωB97M-V functional and the def2-TZVPD basis, the OMol25 dataset).

```
10
Properties=species:S:1:pos:R:3
C -1.2729 1.1518 0.6383
C 1.6627 -1.2045 -1.3826
N -0.4532 0.8526 1.8232
N 0.4095 0.0898 2.1102
I 0.3235 -1.0372 -2.9895
I 0.8729 -1.9505 0.3512
H -2.0244 0.2640 0.3853
H -0.5113 1.1532 -0.1643
H -1.6555 2.0672 0.8764
H 2.6488 -1.3864 -1.6482
```

Output
Spin multiplicity: 1
Gap between HOMO and LUMO (alpha / beta), eV: 7.99 / 6.34
Charge: 0